# 1
{"formula": "C18H27N2O5P2ReS", "method": "ωB97M-V with the def2-TZVPD basis set", "elements": ["Re", "P", "C", "C", "N", "C", "C", "C", "C", "C", "P", "H", "H", "H", "H", "H", "H", "H", "H", "O", "H", "H", "O", "H", "C", "H", "H", "H", "C", "H", "H", "H", "C", "H", "H", "H", "C", "H", "H", "H", "O", "S", "O", "N", "C", "O", "C", "C", "C", "C", "C", "C", "H", "H", "H", "H"], "coordinates": [[0.0218, 0.2173, 0.0170], [1.9044, -0.9152, 0.0703], [2.3227, -1.4131, -1.6790], [1.0391, -1.7093, -2.3991], [-0.0836, -1.1695, -1.8958], [-1.2591, -1.4708, -2.4693], [-1.3456, -2.3074, -3.5884], [-0.1866, -2.8363, -4.1419], [1.0261, -2.5324, -3.5313], [-2.5026, -0.8809, -1.8747], [-2.0024, 0.5558, -0.7921], [1.9895, -2.9174, -3.8656], [-2.3442, -2.4866, -3.9826], [-0.2246, -3.4608, -5.0328], [-3.1840, -0.5397, -2.6650], [-3.0366, -1.6251, -1.2599], [2.8460, -0.5568, -2.1506], [2.9869, -2.2875, -1.6847], [1.5965, 3.9901, -2.2938], [2.0939, 3.3119, -2.7974], [2.3891, 3.8024, -3.5864], [-1.1414, 4.7158, -0.0754], [-0.9706, 5.2287, -0.8939], [-1.4121, 6.0782, -0.7168], [-2.1869, 1.9641, -1.9421], [-3.1788, 1.9417, -2.4091], [-2.0479, 2.8916, -1.3707], [-1.3982, 1.9035, -2.7050], [-3.4202, 0.7499, 0.3310], [-3.2358, 1.6667, 0.9070], [-4.3558, 0.8421, -0.2333], [-3.4626, -0.1059, 1.0178], [1.9873, -2.4830, 1.0118], [2.9227, -3.0133, 0.7896], [1.9534, -2.2061, 2.0758], [1.1197, -3.1129, 0.7723], [3.4034, -0.0917, 0.6842], [3.1898, 0.2553, 1.7110], [4.2406, -0.8023, 0.6848], [3.5944, 0.7816, 0.0476], [2.6754, 1.9669, 5.4345], [2.3183, 0.8201, 4.6471], [3.2094, -0.3182, 4.6483], [1.9268, 1.2654, 3.1005], [0.6660, 0.9892, 2.7791], [0.2096, 1.1527, 1.5629], [-0.1269, 0.3749, 3.8591], [-1.3875, -0.2353, 3.8407], [-1.7872, -0.9373, 4.9793], [-0.9724, -1.0466, 6.1095], [0.2982, -0.4698, 6.0994], [0.6875, 0.2446, 4.9729], [-2.0319, -0.1798, 2.9606], [-2.7606, -1.4206, 5.0022], [-1.3364, -1.5801, 6.9939], [0.9559, -0.5827, 6.9480]], "forces_ev_per_a": [[0.23, 1.12, 1.20], [5.22, -3.32, -0.33], [-0.74, -0.07, -0.15], [1.05, 0.69, 1.16], [-0.04, 0.80, 0.94], [-0.70, 0.75, 0.90], [0.13, -0.49, -0.85], [-0.01, -0.07, -0.30], [-0.16, -0.69, -0.66], [0.84, 0.19, 0.15], [-5.58, 0.07, -2.85], [-0.36, -0.04, -0.17], [0.30, -0.18, -0.15], [0.00, 0.06, 0.20], [0.03, -0.15, 0.16], [0.12, 0.07, -0.15], [-0.15, -0.22, 0.14], [-0.02, 0.26, -0.14], [0.45, -0.42, -0.38], [-0.54, 0.66, 0.12], [-0.05, -0.33, 0.38], [0.25, 0.73, -0.57], [-0.48, -0.57, 0.87], [0.26, -0.25, -0.22], [0.77, 0.06, 0.07], [0.16, -0.02, 0.19], [-0.07, -0.03, -0.29], [-0.23, 0.17, 0.07], [0.62, -0.08, 0.66], [-0.27, -0.18, -0.02], [0.25, -0.01, -0.01], [-0.16, 0.25, -0.13], [-0.90, 0.01, -0.06], [-0.20, 0.23, 0.02], [0.06, -0.16, -0.18], [0.28, -0.03, 0.17], [-0.51, 0.85, -0.01], [0.30, -0.11, -0.41], [-0.26, 0.07, -0.11], [0.23, -0.13, 0.23], [-0.57, -0.79, -1.14], [0.76, 0.01, 2.36], [-0.87, 0.83, -0.89], [-2.57, 0.13, -2.97], [3.74, -0.14, 4.64], [-0.17, 0.84, -1.79], [-0.43, -0.44, -0.22], [0.31, 0.08, 0.08], [-0.31, -0.04, -0.07], [-0.01, 0.20, -0.16], [-0.20, 0.24, -0.15], [-0.35, -0.81, 0.95], [0.09, 0.03, 0.30], [0.13, 0.13, -0.08], [0.22, 0.17, -0.41], [0.12, 0.04, 0.04]], "multiplicity": 4, "s_squared": 3.782, "total_charge": 3}

=====

# 2
{"formula": "CH7N2O3", "method": "ωB97M-V with the def2-TZVPD basis set", "elements": ["C", "N", "N", "O", "O", "O", "H", "H", "H", "H", "H", "H", "H"], "coordinates": [[-1.2194, 0.6042, -1.2151], [-0.3462, 1.4108, -0.6834], [-1.2993, -0.6353, -0.8137], [2.1524, -0.8820, 2.9948], [0.9613, -0.5849, 0.9872], [1.8944, -1.3154, 1.6008], [-1.8927, 0.9641, -1.9843], [-0.2600, 2.3787, -0.9546], [0.2783, 1.0300, 0.0311], [2.7774, -1.0564, 1.2249], [-1.9588, -1.2912, -1.2058], [-0.6457, -0.9450, -0.0864], [1.4299, -1.2554, 3.5295]], "forces_ev_per_a": [[-0.19, -0.16, 0.01], [0.34, 0.17, 0.24], [0.06, -0.22, 0.11], [0.63, 0.55, 0.14], [-1.08, 0.82, -0.75], [0.90, -0.82, 0.66], [0.05, 0.00, 0.02], [-0.07, -0.14, -0.03], [0.11, 0.32, -0.07], [-0.42, -0.11, 0.30], [0.07, 0.17, 0.01], [-0.12, -0.24, -0.10], [-0.26, -0.34, -0.53]], "total_charge": 1}

=====

# 3
{"formula": "C5H10O2", "method": "ωB97M-V with the def2-TZVPD basis set", "elements": ["C", "C", "C", "O", "C", "C", "H", "H", "H", "H", "H", "H", "H", "H", "H", "H", "O"], "coordinates": [[-0.6863, 1.6569, -1.6125], [0.2926, 0.5476, -1.1547], [0.0564, -0.3243, -0.2311], [-1.0559, -0.1229, 0.5153], [0.7167, -1.5728, -0.1597], [2.1831, -1.7170, -0.0867], [-1.6378, 1.2389, -1.5268], [-0.8142, 2.4569, -0.7707], [-0.8067, 2.0708, -2.6829], [1.1517, 0.4600, -1.7841], [-1.4901, -0.9047, 0.9243], [0.0861, -2.5004, -0.2694], [2.9081, -0.9708, -0.0522], [2.6667, -2.7167, 0.1495], [-1.3376, 0.8260, 2.1424], [-0.7653, 0.8692, 3.5899], [-1.4674, 0.7034, 3.0093]], "forces_ev_per_a": [[-0.08, 1.44, 1.51], [0.10, 3.37, -3.53], [-1.31, -0.49, 0.21], [-1.68, -0.43, 0.90], [6.63, -2.80, 0.59], [-5.63, -2.59, 0.62], [-1.85, -1.13, 0.32], [0.69, -0.79, -1.84], [1.54, -0.53, 1.71], [0.51, -0.43, -0.06], [0.95, 0.47, -0.49], [0.78, 0.98, 0.54], [0.47, 1.80, 0.05], [-1.11, 1.01, -0.87], [1.62, 0.93, -4.76], [1.67, 0.50, 0.47], [-3.30, -1.32, 4.60]], "smiles": "C=C/C(O)=C/C.O"}

=====

# 4
{"formula": "C29H50N2O2OsP2S3", "method": "ωB97M-V with the def2-TZVPD basis set", "elements": ["Os", "C", "C", "O", "P", "S", "S", "O", "C", "C", "H", "H", "H", "H", "H", "H", "H", "H", "H", "H", "N", "S", "C", "C", "C", "C", "C", "C", "C", "C", "C", "C", "C", "C", "H", "H", "H", "H", "H", "H", "H", "H", "H", "H", "H", "C", "C", "C", "C", "P", "N", "C", "C", "C", "C", "C", "C", "C", "C", "H", "H", "H", "H", "H", "H", "H", "H", "H", "H", "H", "H", "H", "H", "H", "H", "H", "H", "H", "H", "H", "H", "H", "H", "H", "H", "H", "C", "H", "H"], "coordinates": [[0.3223, -0.2030, 1.4919], [4.4339, 4.9524, 1.6517], [4.6688, 4.3424, 0.2844], [4.3045, 2.9513, 0.2797], [2.8948, 2.4184, -0.3017], [2.6908, 0.5864, 0.4637], [1.4824, 3.7755, -0.1973], [3.3384, 2.2355, -1.8651], [2.3829, 1.6487, -2.7583], [2.8672, 1.8601, -4.1763], [4.7391, 6.0037, 1.6551], [5.0070, 4.4109, 2.4106], [3.3740, 4.8941, 1.9015], [5.7285, 4.3694, 0.0275], [4.1117, 4.8831, -0.4792], [1.4060, 2.1172, -2.6122], [2.2882, 0.5846, -2.5294], [3.0165, 2.9245, -4.3693], [2.1243, 1.4740, -4.8796], [3.8136, 1.3400, -4.3429], [-2.0311, 0.4157, 1.7897], [-2.5996, 1.8260, 2.2829], [-2.5105, 2.8852, 0.8374], [-2.0685, 2.3938, -0.3763], [-2.1538, 3.2069, -1.5002], [-2.6666, 4.4923, -1.4018], [-3.0781, 4.9861, -0.1680], [-3.0045, 4.1786, 0.9561], [-1.4134, 2.5728, 3.3595], [0.0505, 2.4144, 3.1146], [0.8333, 3.2895, 4.0361], [0.2986, 3.9426, 5.0993], [-1.1001, 3.9217, 5.3367], [-1.9340, 3.2427, 4.4317], [-2.5593, -0.3137, 2.2588], [-1.6407, 1.4064, -0.4248], [-1.7963, 2.8346, -2.4538], [-2.7303, 5.1202, -2.2835], [-3.4596, 5.9970, -0.0849], [-3.3117, 4.5545, 1.9278], [0.2812, 2.6933, 2.0809], [1.9023, 3.3167, 3.8570], [0.9408, 4.4997, 5.7735], [-1.5211, 4.4478, 6.1828], [-3.0122, 3.2694, 4.5603], [0.8075, -4.5276, -2.6494], [1.0681, -3.7579, -1.3521], [2.1199, -2.6572, -1.5857], [1.6860, -4.7185, -0.3220], [-0.4442, -2.9418, -0.5266], [0.0434, -1.9453, 0.5325], [-1.5088, -2.1573, -1.9039], [-2.5504, -1.2366, -1.2469], [-0.5593, -1.2418, -2.6952], [-2.2278, -3.1142, -2.8558], [-1.4759, -4.3230, 0.2953], [-1.6932, -5.5945, -0.5277], [-2.8425, -3.7063, 0.6323], [-0.8086, -4.6693, 1.6424], [1.7177, -5.0746, -2.9233], [0.5671, -3.8629, -3.4803], [0.0007, -5.2589, -2.5475], [3.1057, -3.1219, -1.7037], [2.1628, -1.9749, -0.7367], [1.9259, -2.0694, -2.4817], [2.6777, -5.0218, -0.6745], [1.0946, -5.6247, -0.1892], [1.8069, -4.2236, 0.6442], [-2.1499, -0.7530, -0.3578], [-3.4594, -1.7684, -0.9665], [-2.8374, -0.4527, -1.9559], [0.0448, -0.6298, -2.0169], [-1.1521, -0.5672, -3.3246], [0.1062, -1.8028, -3.3518], [-2.9717, -3.7180, -2.3328], [-1.5499, -3.7860, -3.3820], [-2.7625, -2.5215, -3.6088], [-2.1806, -5.3931, -1.4838], [-2.3407, -6.2759, 0.0373], [-0.7598, -6.1231, -0.7291], [-3.4819, -3.6245, -0.2474], [-2.7227, -2.7167, 1.0792], [-3.3573, -4.3471, 1.3560], [-0.0238, -5.4175, 1.5402], [-1.5629, -5.0749, 2.3266], [-0.3833, -3.7719, 2.0949], [0.5247, 0.9113, 3.3373], [1.5968, 0.9426, 3.5494], [0.0397, 0.5503, 4.2461]], "forces_ev_per_a": [[-0.11, -0.81, 0.51], [-0.01, -0.11, 0.04], [-0.05, -0.19, 0.00], [-0.03, 0.22, 0.04], [0.32, -0.09, -0.21], [-0.15, 0.17, -0.02], [-0.12, -0.07, 0.09], [-0.22, -0.04, -0.04], [0.19, 0.11, 0.06], [0.03, -0.01, 0.04], [0.00, -0.08, 0.00], [-0.05, 0.08, -0.06], [0.02, 0.02, -0.01], [0.03, -0.02, -0.05], [-0.08, -0.01, -0.05], [-0.02, 0.06, 0.06], [0.00, -0.04, 0.07], [-0.02, -0.05, -0.01], [0.06, 0.01, 0.00], [-0.05, 0.05, 0.00], [-0.10, 0.17, -0.32], [0.07, -0.25, 0.09], [0.00, -0.02, 0.09], [0.01, 0.13, -0.02], [0.04, 0.06, -0.02], [0.04, -0.03, 0.00], [0.01, -0.05, 0.00], [0.04, 0.08, 0.06], [-0.04, 0.15, -0.01], [0.04, -0.04, 0.31], [-0.03, -0.04, 0.00], [-0.10, 0.03, 0.02], [0.12, -0.03, -0.06], [0.02, 0.01, -0.03], [-0.05, 0.03, 0.03], [0.01, -0.19, 0.00], [-0.01, 0.02, 0.06], [0.02, -0.03, 0.05], [0.02, -0.04, 0.01], [-0.02, -0.04, -0.08], [0.08, -0.01, -0.18], [-0.01, 0.02, -0.02], [-0.02, -0.02, -0.03], [-0.03, -0.01, -0.01], [0.03, -0.02, 0.06], [0.02, -0.07, 0.01], [-0.05, 0.06, 0.09], [0.01, -0.07, -0.03], [0.00, 0.03, 0.00], [0.16, -0.27, -0.16], [-0.20, 0.61, 0.01], [0.13, 0.06, 0.16], [-0.05, 0.01, -0.02], [-0.02, 0.03, -0.03], [-0.03, 0.02, -0.05], [0.08, 0.17, 0.01], [-0.02, -0.05, 0.01], [-0.01, -0.07, 0.00], [-0.06, -0.01, -0.02], [-0.03, 0.03, -0.01], [0.02, -0.03, 0.04], [0.12, 0.07, -0.06], [-0.07, 0.00, -0.03], [0.02, -0.02, -0.02], [0.00, -0.01, 0.03], [-0.05, 0.02, -0.01], [0.07, 0.05, 0.01], [0.00, -0.03, -0.05], [0.03, 0.06, 0.05], [0.06, 0.07, -0.04], [0.00, -0.04, -0.01], [-0.04, -0.03, -0.04], [0.01, -0.07, 0.03], [-0.03, 0.03, 0.02], [0.01, 0.07, -0.07], [-0.06, 0.04, 0.01], [0.03, -0.03, 0.03], [0.04, -0.06, 0.09], [0.02, 0.01, -0.02], [-0.11, 0.02, 0.04], [0.03, 0.00, 0.08], [-0.03, -0.05, 0.00], [0.02, -0.01, -0.04], [-0.02, 0.06, 0.01], [0.03, -0.02, -0.08], [0.00, 0.00, 0.00], [0.08, 0.48, -0.46], [0.11, 0.06, 0.07], [-0.11, -0.15, -0.01]], "multiplicity": 6, "s_squared": 8.804, "total_charge": -1}

=====

# 5
{"formula": "C5H4N2O", "method": "ωB97M-V with the def2-TZVPD basis set", "elements": ["C", "C", "C", "C", "C", "H", "H", "H", "H", "N", "N", "O"], "coordinates": [[1.1342, 0.3432, 0.4236], [-0.2258, -0.1914, 0.5529], [-1.3630, 0.4477, 0.1941], [-2.6907, -0.0236, -0.0769], [2.0418, -0.6561, -0.0603], [2.0680, 1.6363, -0.8468], [1.5967, 0.5554, 1.4917], [-0.2322, -1.2446, 0.8693], [-1.3710, 1.5466, -0.1770], [-3.6502, -0.7329, -0.3426], [3.0314, -1.1836, -0.3545], [1.1114, 1.4254, -0.3323]], "forces_ev_per_a": [[0.57, -0.59, 3.61], [-2.64, -1.14, 0.06], [0.62, 2.74, -1.23], [-4.59, -5.95, -0.67], [2.82, -1.37, -0.75], [-3.89, -1.02, 2.38], [-0.98, -0.29, -1.42], [-0.39, 0.48, -0.08], [0.85, -1.81, 0.81], [5.16, 4.57, 1.46], [-1.37, 0.19, 0.12], [3.84, 4.19, -4.28]], "smiles": "N#C/C=C/[C@H](O)C#N"}

=====

# 6
{"formula": "C5H8P2", "method": "ωB97M-V with the def2-TZVPD basis set", "elements": ["C", "C", "C", "C", "C", "P", "P", "H", "H", "H", "H", "H", "H", "H", "H"], "coordinates": [[1.7947, 1.5532, -0.2369], [2.7340, 0.6788, 0.3425], [0.5116, 1.1738, -0.5015], [-2.2155, -0.7627, 0.6667], [-1.2997, -1.2907, -0.4255], [0.4378, -0.5800, -0.5673], [2.2238, -0.9297, 0.5942], [2.2076, 2.5903, -0.4325], [3.7923, 1.0256, 0.6523], [-0.0398, 1.8946, -1.0594], [-3.1893, -0.7553, 0.2681], [-2.1474, -1.3412, 1.6120], [-1.8962, 0.2618, 0.8533], [-1.7116, -1.1304, -1.3842], [-1.2025, -2.3882, -0.3818]], "forces_ev_per_a": [[1.56, 2.23, 0.56], [1.02, -0.15, 0.62], [0.83, -0.41, -0.90], [1.66, 0.13, 0.66], [1.43, -1.02, 1.15], [-0.25, 0.33, 0.19], [-0.17, -0.68, 0.04], [-1.03, -1.10, 0.08], [-1.94, -0.67, -0.69], [-0.96, 0.11, -0.20], [-1.45, -0.03, -0.07], [-0.10, 0.37, -0.66], [-0.36, 0.09, 0.31], [-0.42, 0.49, -1.18], [0.18, 0.31, 0.09]], "smiles": "CCP1=CC=CP=1"}

=====

Electronic energy: -2345.794323, -377.068149, -346.871954, -3362.908551, -377.566100, -877.962322 (Eh)
Relative energy (zero: lowest compared OMol25 entry of this formula, charge and spin): 1.531, 3.541, 4.176, 0.283, 2.665, 0.000 (eV)